C38H104N9O11V as an isolated structure at a distorted geometry. Source: the OMol25 dataset; level of theory: ωB97M-V/def2-TZVPD.

The geometry in XYZ format:
```
163
Properties=species:S:1:pos:R:3:lowdin_charge:R:1
O -2.29974 -1.77882 1.46047 -0.276
V -1.63213 -3.00405 0.73106 1.041
C 0.06372 0.51561 0.46100 -0.083
C 0.57778 -0.63114 -0.37590 -0.371
O 0.01550 -1.83065 0.05282 -0.323
H 0.51411 1.44994 0.11049 0.071
H 0.22755 0.37847 1.52900 0.052
H -1.00924 0.66365 0.30665 0.062
H 1.67459 -0.67563 -0.33586 0.112
H 0.38587 -0.39592 -1.43418 0.078
C -2.92541 -1.89070 -7.73181 -0.074
C -2.64768 -1.61555 -6.25389 -0.425
C -1.22138 -2.04671 -5.88934 -0.191
O -0.99275 -1.89895 -4.48877 -0.225
C 0.30494 -2.31980 -4.10500 -0.103
N -2.86819 -0.17355 -6.06985 0.049
H -2.14216 -1.47957 -8.37099 0.082
H -3.85829 -1.46097 -8.09845 0.079
H -3.09926 -2.95310 -7.92776 0.076
H -3.39433 -2.15908 -5.67137 0.135
H -0.45634 -1.45938 -6.40560 0.133
H -1.10643 -3.10066 -6.17193 0.127
H 0.45010 -2.03770 -3.06086 0.074
H 1.07487 -1.73390 -4.61895 0.099
H 0.44473 -3.38975 -4.27019 0.081
H -2.16231 0.37980 -6.54778 0.082
H -2.64844 -0.02314 -5.08430 0.043
C 5.20935 4.51266 4.35945 -0.064
C 4.63631 4.79228 2.97339 -0.418
C 3.42088 3.91414 2.74705 -0.204
O 3.84490 2.56708 2.69142 -0.159
C 2.89311 1.73833 2.08866 -0.121
N 4.19924 6.20589 2.88736 0.036
H 5.54277 3.48133 4.48933 0.078
H 4.39618 4.66682 5.07483 0.078
H 6.06891 5.14207 4.59346 0.078
H 5.41891 4.57079 2.24644 0.143
H 2.99218 4.18398 1.77837 0.097
H 2.63025 4.06955 3.49155 0.128
H 1.95999 1.70857 2.65832 0.076
H 3.25279 0.71531 1.94913 0.088
H 2.68457 1.97994 1.03995 0.071
H 5.01423 6.78434 3.07610 0.084
H 3.63637 6.35901 3.72281 0.081
C 2.47370 4.43187 -1.11243 -0.064
C 3.46764 5.57050 -0.82074 -0.433
C 4.08143 6.12715 -2.08931 -0.198
O 4.82780 5.07192 -2.68734 -0.201
C 5.42023 5.43090 -3.91256 -0.113
N 2.91998 6.58707 0.09038 0.033
H 2.00672 4.03355 -0.21556 0.048
H 2.95244 3.56110 -1.57273 0.074
H 1.77224 4.70848 -1.90566 0.067
H 4.24743 5.05599 -0.24166 0.126
H 4.71287 7.00703 -1.93385 0.125
H 3.29678 6.37346 -2.81575 0.127
H 5.95880 4.61005 -4.37386 0.087
H 6.00556 6.34554 -3.76500 0.086
H 4.63844 5.74558 -4.62012 0.085
H 3.50497 7.42198 0.05549 0.063
H 3.22344 6.29047 1.02912 0.015
C 2.94157 -4.62494 0.19456 -0.045
C 2.54090 -6.08014 -0.02520 -0.402
C 3.66802 -7.06223 0.31699 -0.190
O 4.03296 -6.83428 1.67082 -0.188
C 4.58822 -8.00132 2.23690 -0.124
N 1.25976 -6.30055 0.66280 0.043
H 3.20533 -4.40938 1.22611 0.082
H 2.18570 -3.95511 -0.22702 0.070
H 3.79006 -4.37195 -0.44802 0.090
H 2.31835 -6.21994 -1.09096 0.126
H 4.50779 -7.05133 -0.38258 0.133
H 3.24373 -8.07326 0.25121 0.119
H 4.99253 -7.81825 3.23376 0.088
H 5.42029 -8.37051 1.63206 0.093
H 3.89077 -8.82965 2.40688 0.087
H 1.27911 -5.79063 1.56206 0.049
H 1.07905 -7.27011 0.90034 0.093
C -0.79530 -5.61751 -2.64181 -0.015
C -1.11503 -4.39930 -1.77834 -0.396
C -2.39206 -3.69274 -2.09930 -0.133
O -2.48108 -2.56769 -1.20070 -0.304
C -3.37820 -1.53269 -1.57366 -0.039
N -1.02639 -4.79198 -0.35195 -0.011
H -0.46611 -5.32652 -3.64208 0.074
H -1.66258 -6.24742 -2.85509 0.092
H -0.00247 -6.23565 -2.22350 0.076
H -0.38411 -3.59484 -1.88837 0.114
H -3.29940 -4.26952 -1.87951 0.147
H -2.38327 -3.26920 -3.10487 0.130
H -3.29591 -0.78912 -0.78217 0.089
H -4.38136 -1.93500 -1.71090 0.102
H -3.00653 -1.02732 -2.46929 0.097
H -1.57767 -5.63570 -0.17989 0.117
H -0.08634 -5.17584 -0.16342 0.052
C 0.62015 -1.98090 3.43057 -0.043
C 0.60761 -3.44610 3.00180 -0.381
C 1.17807 -4.37486 4.05703 -0.157
O 1.30433 -5.63983 3.40447 -0.248
C 1.83811 -6.66955 4.18171 -0.099
N -0.78450 -3.85865 2.67277 0.024
H 0.02670 -1.39558 2.73069 0.043
H 1.59137 -1.48616 3.45709 0.092
H 0.21044 -1.94625 4.44330 0.086
H 1.19745 -3.52322 2.09163 0.115
H 0.58540 -4.47532 4.97214 0.140
H 2.17493 -4.01949 4.33850 0.145
H 1.85401 -7.65097 3.70745 0.089
H 1.34324 -6.83827 5.14500 0.097
H 2.89145 -6.44069 4.37907 0.096
H -1.39291 -3.67613 3.48422 0.119
H -0.82386 -4.85518 2.93310 0.105
C -3.29898 2.87468 0.74226 -0.045
C -4.63354 2.82901 -0.02651 -0.416
C -5.66254 2.07367 0.81656 -0.208
O -5.44946 0.68147 0.93436 -0.178
C -5.98099 -0.03709 -0.15364 -0.122
N -5.07128 4.22001 -0.16137 0.028
H -3.06531 1.99976 1.35237 0.056
H -3.24301 3.77834 1.34972 0.085
H -2.44230 2.95184 0.06534 0.063
H -4.55951 2.46353 -1.05117 0.112
H -6.63487 2.22149 0.32511 0.121
H -5.71638 2.50498 1.81821 0.132
H -7.05757 0.11559 -0.30785 0.094
H -5.87169 -1.09943 0.05157 0.087
H -5.51852 0.32260 -1.07914 0.083
H -5.40377 4.59263 0.72280 0.085
H -5.87619 4.20277 -0.78437 0.086
C -3.87065 3.12411 -3.80696 -0.046
C -2.60337 3.48757 -2.99697 -0.435
C -1.38508 3.51967 -3.91800 -0.178
O -0.98090 2.22047 -4.32789 -0.187
C -0.58986 1.35754 -3.28592 -0.120
N -2.87561 4.79309 -2.37833 0.052
H -3.87598 3.78010 -4.67868 0.083
H -4.78397 3.19583 -3.22250 0.063
H -3.72280 2.13186 -4.24427 0.064
H -2.55367 2.72029 -2.21500 0.093
H -0.52000 4.06913 -3.52655 0.118
H -1.59614 4.02135 -4.86421 0.131
H 0.02330 1.90587 -2.55751 0.090
H 0.03776 0.55979 -3.67588 0.075
H -1.43286 0.95730 -2.71433 0.071
H -3.59375 4.59673 -1.68342 0.021
H -2.10258 5.27998 -1.94664 0.072
C -2.67530 2.46112 4.46103 -0.053
C -1.65250 1.39296 4.06095 -0.429
C -0.36952 1.46154 4.87644 -0.196
O 0.29350 2.70420 4.68102 -0.187
C 0.63438 3.31606 5.89332 -0.128
N -2.26019 0.05833 4.10684 0.049
H -3.44244 2.70754 3.72332 0.057
H -2.33506 3.48361 4.66350 0.081
H -3.13798 2.14211 5.40075 0.081
H -1.44339 1.60593 3.00756 0.117
H 0.35551 0.67388 4.66372 0.110
H -0.71587 1.32471 5.90882 0.126
H -0.22747 3.47773 6.55192 0.088
H 1.00618 4.33346 5.75162 0.084
H 1.41021 2.78506 6.45500 0.093
H -2.68109 -0.09950 5.01999 0.074
H -3.06035 0.11002 3.48182 0.066
```

Computed properties:
- <S²>: 0.78
- Electronic energy: -3774.29298 Ha
- Energy above the lowest of the compared OMol25 structures with the same formula, charge and spin: 0.0 kJ/mol
- Spin multiplicity: 2
- Net charge: +1
- HOMO level (alpha / beta): -10.073 / -10.073 eV
- Frontier orbital gap (alpha / beta): 6.75 / 7.04 eV

***

C9H21BiINO4P2 as an isolated structure at a distorted geometry. Source: the OMol25 dataset; level of theory: ωB97M-V/def2-TZVPD.

The geometry in XYZ format:
```
39
Properties=species:S:1:pos:R:3:lowdin_charge:R:1
C -3.71350 -1.20003 -1.47949 -0.015
C -2.42579 -1.24413 -0.72467 -0.419
H -4.29449 -2.13473 -1.31739 0.132
H -3.52249 -1.06054 -2.55833 0.113
H -4.30401 -0.32832 -1.14832 0.112
O -1.98425 -2.13453 -0.02329 0.089
I -0.14647 3.13577 -1.70564 0.444
Bi -0.71458 0.51241 -0.63174 1.152
P -0.99669 1.07836 2.08459 0.749
C -0.16323 0.42598 3.56880 -0.212
C -0.28051 2.75695 2.06677 -0.275
H -0.84364 3.37614 2.77717 0.073
H -2.59353 2.12485 3.57725 0.073
H -0.34620 3.19070 1.06035 -0.069
H -3.33459 1.73740 1.99120 0.054
H 0.91172 0.63769 3.52482 0.056
H 0.77630 2.71792 2.35660 0.062
C -2.66044 1.37501 2.77816 -0.234
H -0.59730 0.88084 4.47056 0.086
H -3.07232 0.44011 3.18527 0.068
H -0.29032 -0.65823 3.62486 0.059
P 1.36020 -0.97165 -1.92463 0.746
C 2.61452 -2.10175 -1.23730 -0.204
C 0.83774 -1.85371 -3.43047 -0.237
H 1.74164 1.25106 -2.77980 -0.039
H 2.78031 0.01193 -3.56885 0.073
H 3.17518 0.64169 -1.91899 0.047
C 2.37369 0.37009 -2.61574 -0.264
H 0.04832 -1.27841 -3.93485 0.057
H 1.70316 -1.94596 -4.09942 0.071
H 3.21889 -2.49167 -2.06796 0.089
H 2.14059 -2.93857 -0.71058 0.062
H 0.45474 -2.85191 -3.17645 0.066
H 3.26796 -1.57013 -0.53296 0.071
C 0.76010 -1.09805 0.91143 -0.290
O 1.09551 -1.98311 1.58769 0.118
O 2.21756 0.35156 1.51399 -0.118
N 1.94289 1.11905 0.54064 -0.317
O 2.86330 1.70989 -0.03329 -0.028
```

Computed properties:
- Electronic energy: -1905.44460 Ha
- Energy above the lowest of the compared OMol25 structures with the same formula, charge and spin: 8.5 kJ/mol
- Net charge: +2
- HOMO level (alpha / beta): -14.910 / -15.478 eV
- Frontier orbital gap (alpha / beta): 4.59 / 5.09 eV